Record 1
{
  "formula": "C5H9NO",
  "method": "the ωB97M-V functional and the def2-TZVPD basis",
  "e_homo_ev": [-8.95, -7.10],
  "spin_multiplicity": 1,
  "homo_lumo_gap_ev": [9.4, 7.0],
  "total_charge": 0,
  "e_above_lowest_kcal_mol": 178.6,
  "elements": ["C", "C", "O", "C", "N", "C", "C", "H", "H", "H", "H", "H", "H", "H", "H", "H"],
  "coordinates": [[-1.21341, -0.58018, -0.70584], [0.41361, -0.62477, 0.25059], [0.67044, -1.88870, 0.68245], [1.49862, 0.28149, -0.43032], [1.50708, 1.05950, 0.80259], [-0.90559, 1.23139, 0.40034], [0.22711, 0.55238, 1.16412], [-1.95435, 0.12112, -1.13514], [-1.77646, -1.31485, -0.12179], [-0.76873, -1.03527, -1.60798], [1.16770, -2.36390, -0.00207], [1.06260, 0.75777, -1.33593], [2.48380, -0.13582, -0.71239], [-0.59786, 1.91175, -0.39405], [-1.83306, 1.54663, 0.90230], [0.01850, 0.48145, 2.24312]],
  "mulliken_charge": [-1.2003, 0.3671, -0.5324, -0.5014, -0.6199, -1.1505, 0.3889, 0.3950, 0.3055, 0.3890, 0.3581, 0.2050, 0.3801, 0.3988, 0.3778, 0.4392]
}

=====

Record 2
{
  "formula": "C11H12N3O3S2Zn",
  "method": "the ωB97M-V functional and the def2-TZVPD basis",
  "e_homo_ev": -4.72,
  "spin_multiplicity": 1,
  "homo_lumo_gap_ev": 7.0,
  "total_charge": -1,
  "elements": ["Zn", "C", "C", "C", "O", "C", "O", "O", "H", "H", "H", "H", "H", "H", "H", "S", "C", "S", "C", "C", "N", "C", "N", "C", "C", "C", "N", "H", "H", "H", "H", "H"],
  "coordinates": [[-0.01865, -0.03618, -0.09914], [-3.34247, -1.89341, 1.48647], [-2.02798, -1.27384, 1.94088], [-2.01350, -1.01682, 3.44060], [-1.80022, -0.04798, 1.23194], [-0.87288, -2.23248, 1.56688], [-0.86139, -3.32041, 2.12516], [0.00163, -1.81042, 0.72374], [-4.18355, -1.25332, 1.76873], [-3.46384, -2.87018, 1.95259], [-3.34435, -2.01467, 0.40235], [-2.88011, -0.41752, 3.73527], [-1.10553, -0.47954, 3.71748], [-2.03894, -1.96736, 3.97089], [-2.49517, 0.59297, 1.41305], [-0.97615, 1.42544, -1.70680], [0.08218, 2.56801, -0.94218], [0.99172, 2.03543, 0.43811], [0.17605, 3.87753, -1.39748], [1.03577, 4.83082, -0.77087], [1.73494, 5.61201, -0.28825], [-0.57844, 4.34198, -2.51755], [-1.17652, 4.74740, -3.41745], [5.05055, -1.05088, -2.22589], [4.06486, -1.88741, -1.40269], [2.73783, -1.27254, -1.36297], [1.70040, -0.79032, -1.34202], [6.01344, -1.55844, -2.27870], [5.19572, -0.07184, -1.77192], [4.67819, -0.90310, -3.23864], [4.41157, -2.00044, -0.37590], [3.95462, -2.88832, -1.81999]],
  "mulliken_charge": [0.4332, -1.6734, 1.7582, -1.6954, -0.4421, 0.1856, -0.7024, -0.7735, 0.4379, 0.3745, 0.3465, 0.4311, 0.3655, 0.3641, 0.2703, -0.4257, 0.7409, -0.4358, 0.2354, 0.0156, -0.5517, 0.0092, -0.5550, -1.0621, -0.2434, 0.3156, -0.1910, 0.3192, 0.3175, 0.3225, 0.2403, 0.2685]
}

=====

Record 3
{
  "formula": "C24H58Cl4N4",
  "method": "the ωB97M-V functional and the def2-TZVPD basis",
  "e_homo_ev": -7.02,
  "spin_multiplicity": 1,
  "homo_lumo_gap_ev": 7.3,
  "total_charge": 0,
  "e_above_lowest_kcal_mol": 42.6,
  "elements": ["N", "H", "H", "H", "H", "C", "C", "C", "N", "C", "C", "C", "C", "C", "H", "H", "H", "H", "H", "H", "H", "H", "H", "H", "H", "H", "H", "H", "H", "H", "H", "H", "C", "C", "C", "N", "C", "C", "C", "C", "C", "H", "H", "H", "H", "H", "H", "H", "H", "H", "H", "H", "H", "H", "H", "H", "H", "H", "H", "C", "C", "C", "N", "C", "C", "C", "C", "C", "H", "H", "H", "H", "H", "H", "H", "H", "H", "H", "H", "H", "H", "H", "H", "H", "H", "H", "Cl", "Cl", "Cl", "Cl"],
  "coordinates": [[0.50559, 0.40299, 0.70721], [-0.25187, -0.26455, 0.68007], [0.71826, 0.78053, -0.20511], [1.28495, 0.07009, 1.25665], [0.13897, 1.20974, 1.19184], [5.29652, -0.54368, -5.97009], [4.97305, -1.46562, -4.75858], [3.50016, -1.56424, -4.47583], [3.13003, -2.47609, -3.25466], [3.47164, -3.94459, -3.47898], [1.59884, -2.36443, -3.09153], [1.28872, -2.32080, -1.66601], [2.61901, -2.51658, -0.86767], [3.74414, -2.00410, -1.88099], [4.85350, -0.87051, -6.91085], [6.37635, -0.62425, -6.09491], [5.24876, 0.53602, -5.82843], [5.62693, -1.18769, -3.93196], [5.37586, -2.43099, -5.06501], [2.98002, -2.09254, -5.27486], [3.04642, -0.58081, -4.35300], [4.53370, -4.02994, -3.70885], [2.97135, -4.30287, -4.37867], [3.48735, -4.63816, -2.63825], [1.24113, -3.14713, -3.76050], [1.33069, -1.41137, -3.54745], [0.59290, -3.15517, -1.57793], [0.88040, -1.34879, -1.38931], [2.77269, -3.54337, -0.53573], [2.50339, -1.90257, 0.02548], [4.63192, -2.62961, -1.78778], [3.90279, -0.92643, -1.92044], [-1.36406, 7.31275, -1.38357], [-2.54494, 6.35800, -1.72975], [-2.00835, 4.91049, -2.07988], [-3.17676, 3.92308, -2.09485], [-4.33611, 4.43666, -2.98157], [-3.74652, 3.72584, -0.61471], [-4.11482, 2.20562, -0.46780], [-3.08277, 1.47793, -1.39403], [-2.62634, 2.49135, -2.50653], [-0.57821, 6.94792, -2.04496], [-1.08481, 7.16277, -0.34068], [-1.67050, 8.35178, -1.50448], [-2.98680, 6.64603, -2.68364], [-3.31560, 6.38828, -0.95951], [-1.33223, 4.34277, -1.44062], [-1.70865, 4.83757, -3.12533], [-5.07247, 3.65018, -2.81627], [-4.07274, 4.51750, -4.03618], [-4.65343, 5.28743, -2.37859], [-4.59439, 4.31411, -0.26378], [-2.92763, 4.06157, 0.02154], [-5.17116, 2.10525, -0.71715], [-4.05887, 1.84339, 0.55873], [-3.54730, 0.60239, -1.84761], [-2.31676, 1.09618, -0.71905], [-2.86634, 2.23274, -3.53786], [-1.53847, 2.52058, -2.44507], [-0.83010, -5.14675, 2.81591], [-0.61779, -4.34425, 4.10423], [-0.39914, -2.85900, 3.77109], [-0.27113, -1.90391, 4.96288], [0.89307, -2.37429, 5.93320], [-1.65661, -1.84309, 5.70176], [-1.57518, -0.56059, 6.51309], [-0.71267, 0.46358, 5.78007], [-0.14778, -0.41360, 4.52470], [-1.21818, -4.45079, 2.07218], [-1.60155, -5.91668, 2.82861], [0.09949, -5.65820, 2.56613], [0.08632, -4.88817, 4.73390], [-1.52812, -4.42223, 4.69863], [-1.23265, -2.49979, 3.16749], [0.41254, -2.65382, 3.07312], [1.81638, -2.25253, 5.36683], [0.65087, -3.39974, 6.21231], [0.88043, -1.63859, 6.73736], [-1.73490, -2.66297, 6.41574], [-2.49665, -1.79773, 5.00866], [-1.16839, -0.82842, 7.48823], [-2.56182, -0.16733, 6.75804], [0.12367, 0.61168, 6.46323], [-1.24954, 1.36816, 5.49442], [0.91708, -0.31195, 4.31534], [-0.63530, -0.30604, 3.55576], [1.60416, 1.43377, -2.11754], [-0.97236, 2.81618, 2.15850], [3.23176, -0.44285, 2.57980], [-1.98339, -1.41290, 0.34204]],
  "mulliken_charge": [0.6532, -0.2204, -0.0719, 0.0445, -0.0591, -1.4211, -0.2970, -0.7367, 0.4152, -1.0646, -0.8927, 0.1600, -0.1336, -0.6964, 0.3476, 0.4118, 0.3637, 0.4050, 0.2425, 0.4268, 0.3811, 0.4034, 0.3559, 0.3362, 0.3587, 0.4302, 0.3413, -0.2055, 0.2634, 0.0022, 0.3705, 0.3920, -1.3035, -0.4139, -1.0134, 0.2558, -1.1068, -0.5397, -0.8778, 0.2240, -0.5592, 0.3640, 0.3263, 0.3593, 0.3973, 0.3503, 0.6109, 0.5409, 0.4842, 0.2236, 0.4655, 0.3271, 0.4071, 0.3515, 0.4435, 0.4295, -0.4017, 0.3205, 0.3113, -1.2020, -0.3009, -0.9049, 0.2618, -0.8921, -0.6278, -0.8445, -0.5895, -0.3894, 0.3082, 0.3592, 0.2862, 0.2837, 0.3045, 0.3161, 0.6594, 0.3014, 0.3068, 0.4291, 0.3852, 0.4491, 0.3466, 0.4295, 0.2978, 0.3785, 0.1799, 0.3569, -0.8038, -0.8275, -0.7588, -0.7812]
}

=====

Record 4
{
  "formula": "C2H10N4",
  "method": "the ωB97M-V functional and the def2-TZVPD basis",
  "e_homo_ev": -6.73,
  "spin_multiplicity": 1,
  "homo_lumo_gap_ev": 7.6,
  "total_charge": 0,
  "e_above_lowest_kcal_mol": 118.3,
  "elements": ["C", "C", "N", "N", "N", "N", "H", "H", "H", "H", "H", "H", "H", "H", "H", "H"],
  "coordinates": [[0.26717, -0.50025, -0.02883], [0.55606, 0.88933, 0.01005], [-1.47831, 0.56939, -0.33200], [-2.29093, 0.22955, 0.79373], [2.31578, 0.59829, 0.54067], [0.59418, -1.29228, -1.08895], [-1.74684, -0.00214, -1.13213], [0.11178, -1.01820, 0.91108], [-2.71350, 1.05515, 1.20859], [-3.05261, -0.41890, 0.61836], [0.41218, -2.28012, -1.02900], [2.81221, -0.10670, -0.00204], [2.33945, 0.28376, 1.50979], [0.87215, -0.85599, -1.95475], [0.74650, 1.41415, -0.91483], [0.25473, 1.43496, 0.89024]],
  "mulliken_charge": [0.0506, -0.3578, -0.5370, -0.4240, -0.8093, -0.3549, 0.2267, 0.3273, 0.2075, 0.1872, 0.2010, 0.2339, 0.2165, 0.2310, 0.3521, 0.2491]
}